No. 1
The following is a DFT calculation (ωB97M-V with the def2-TZVPD basis set) of C30H24CrN4O6 as an isolated structure.

Last column: natural (NBO) charge in e.
Element x y z (Å)
1 Cr 0.93 -0.19 -0.03  1.087
2 C -2.73 -1.04 -3.18  -0.633
3 C -1.45 -0.39 -3.61  -0.004
4 C -1.40 0.18 -4.88  -0.205
5 C -0.31 0.92 -5.30  -0.221
6 C 0.72 1.17 -4.41  -0.198
7 C 0.71 0.61 -3.14  -0.047
8 C 1.83 1.02 -2.20  -0.602
9 C -0.34 -0.25 -2.76  0.147
10 N -0.31 -0.81 -1.47  -0.644
11 C -0.73 -2.10 -1.24  0.655
12 O -1.02 -2.96 -2.05  -0.599
13 C -0.88 -2.33 0.25  0.146
14 C -1.74 -3.20 0.90  -0.209
15 C -2.03 -2.94 2.24  -0.145
16 C -1.58 -1.77 2.85  -0.207
17 C -0.73 -0.95 2.14  0.163
18 N -0.32 -1.35 0.94  -0.379
19 C -0.45 0.52 2.36  0.637
20 O -0.83 1.07 3.38  -0.615
21 N 0.07 1.08 1.24  -0.634
22 C 0.27 2.48 1.19  0.207
23 C -0.41 3.20 0.19  -0.051
24 C -1.41 2.53 -0.71  -0.632
25 C -0.16 4.56 0.05  -0.218
26 C 0.73 5.21 0.89  -0.218
27 C 1.39 4.49 1.88  -0.212
28 C 1.17 3.13 2.05  -0.010
29 C 1.90 2.39 3.14  -0.654
30 H -3.57 -0.61 -3.73  0.207
31 H -2.91 -0.88 -2.11  0.212
32 H -2.72 -2.12 -3.34  0.247
33 H -2.25 0.05 -5.54  0.205
34 H -0.29 1.35 -6.29  0.209
35 H 1.54 1.81 -4.69  0.207
36 H 2.22 1.98 -2.52  0.245
37 H 2.65 0.31 -2.15  0.252
38 H 1.49 1.29 -1.18  0.184
39 H -2.20 -4.01 0.35  0.244
40 H -2.70 -3.60 2.77  0.221
41 H -1.92 -1.47 3.83  0.245
42 H -1.88 1.68 -0.24  0.226
43 H -0.94 2.17 -1.63  0.221
44 H -2.18 3.24 -1.01  0.214
45 H -0.69 5.12 -0.71  0.201
46 H 0.92 6.27 0.77  0.204
47 H 2.09 4.99 2.53  0.203
48 H 2.75 2.98 3.48  0.205
49 H 2.26 1.43 2.80  0.255
50 H 1.23 2.22 3.99  0.237
51 O 4.89 -5.56 -2.59  -0.745
52 C 5.07 -4.98 -1.51  0.730
53 O 5.91 -5.14 -0.62  -0.736
54 C 4.07 -3.82 -1.24  -0.030
55 C 3.06 -3.52 -2.15  -0.219
56 C 2.17 -2.50 -1.88  0.040
57 N 2.25 -1.75 -0.77  -0.486
58 C 3.24 -2.02 0.10  0.066
59 C 4.15 -3.04 -0.09  -0.186
60 C 3.30 -1.06 1.24  0.764
61 O 4.06 -1.16 2.17  -0.582
62 O 2.44 -0.07 1.09  -0.700
63 H 3.00 -4.11 -3.05  0.255
64 H 1.38 -2.25 -2.58  0.211
65 H 4.93 -3.23 0.63  0.270

Properties
**Total charge**: -1
**Frontier orbital gap (alpha / beta)**: 6.538 / 6.626 eV
**2S+1**: 2
**LUMO level (alpha / beta)**: 1.041 / 1.130 eV
**Calculated total energy**: -2872.75131 Ha
**HOMO (alpha / beta)**: -5.50 / -5.50 eV

=====

No. 2
The following is a DFT calculation (ωB97M-V with the def2-TZVPD basis set) of C30H24F12N2O6ReS as an isolated structure.

Last column: Löwdin spin population.
Element x y z (Å)
1 Re 0.55 0.97 -0.10  2.310
2 C -4.00 -2.45 3.64  0.001
3 C -2.73 -1.86 3.08  0.006
4 C -1.69 -2.68 2.64  0.000
5 C -0.53 -2.14 2.12  0.008
6 C -0.37 -0.76 2.01  0.019
7 N 0.83 -0.24 1.47  0.124
8 C 2.03 -0.50 2.16  0.009
9 C 1.99 -0.87 3.51  0.016
10 C 3.13 -1.10 4.24  -0.002
11 C 4.39 -0.97 3.67  0.016
12 C 5.65 -1.19 4.46  0.003
13 C 4.44 -0.61 2.33  -0.001
14 C 3.29 -0.37 1.57  0.018
15 C 3.42 -0.06 0.08  0.019
16 O 2.41 0.74 -0.44  0.122
17 C 4.71 0.76 -0.27  0.000
18 F 4.85 1.78 0.58  0.000
19 F 4.62 1.26 -1.50  0.001
20 F 5.84 0.03 -0.22  0.000
21 C 3.44 -1.42 -0.68  0.004
22 F 4.45 -2.20 -0.29  0.001
23 F 3.53 -1.24 -2.00  0.001
24 F 2.30 -2.09 -0.44  0.000
25 C -1.42 0.08 2.41  0.012
26 C -2.57 -0.49 2.95  0.000
27 C -1.24 1.60 2.25  0.017
28 O -0.67 1.95 1.03  0.060
29 C -0.38 2.18 3.42  0.001
30 F -0.77 1.65 4.59  0.001
31 F 0.91 1.90 3.25  0.004
32 F -0.50 3.51 3.51  0.000
33 C -2.61 2.35 2.23  -0.001
34 F -2.48 3.60 1.80  0.000
35 F -3.19 2.39 3.43  0.000
36 F -3.46 1.73 1.38  0.000
37 H -3.80 -3.39 4.15  0.000
38 H -4.72 -2.64 2.85  0.000
39 H -4.46 -1.77 4.36  0.000
40 H -1.79 -3.76 2.72  0.000
41 H 0.28 -2.77 1.78  0.000
42 H 1.03 -0.96 4.00  0.001
43 H 3.05 -1.38 5.29  0.000
44 H 5.49 -1.89 5.28  0.000
45 H 6.01 -0.25 4.89  0.001
46 H 6.45 -1.58 3.83  0.000
47 H 5.41 -0.53 1.87  0.000
48 H -3.38 0.14 3.31  0.000
49 C -2.10 0.53 -7.83  0.000
50 C -1.79 0.14 -6.41  0.000
51 C -2.59 -0.79 -5.74  0.000
52 C -2.32 -1.13 -4.43  0.000
53 C -1.24 -0.53 -3.79  0.001
54 C -0.43 0.39 -4.44  0.001
55 C -0.71 0.72 -5.75  0.000
56 S -0.91 -0.95 -2.14  0.009
57 O -1.37 -2.28 -1.87  0.000
58 O 0.48 -0.62 -1.85  0.041
59 N -1.80 0.08 -1.14  0.047
60 C -2.74 1.10 -1.70  0.003
61 C -2.21 2.53 -1.64  0.003
62 C -0.87 2.66 -2.34  0.012
63 O -0.77 3.13 -3.45  0.018
64 O 0.16 2.18 -1.67  0.091
65 H -2.93 -0.06 -8.24  0.000
66 H -1.23 0.38 -8.47  0.000
67 H -2.37 1.58 -7.88  0.000
68 H -3.42 -1.26 -6.25  0.000
69 H -2.92 -1.87 -3.90  0.000
70 H 0.40 0.86 -3.92  0.000
71 H -0.10 1.44 -6.26  0.000
72 H -2.28 -0.56 -0.51  0.001
73 H -3.65 1.03 -1.12  0.000
74 H -2.98 0.85 -2.73  0.001
75 H -2.10 2.84 -0.60  0.000
76 H -2.92 3.19 -2.14  0.000

Properties
**Energy above the lowest of the compared OMol25 structures with the same formula, charge and spin**: 8.9 kcal per mole
**Frontier orbital gap (alpha / beta)**: 6.867 / 7.417 eV
**2S+1**: 4
**LUMO level (alpha / beta)**: -0.645 / -0.529 eV
**Calculated total energy**: -3393.52290 Ha
**HOMO (alpha / beta)**: -7.51 / -7.95 eV

=====

No. 3
The following is a DFT calculation (ωB97M-V with the def2-TZVPD basis set) of C30H24IN5O5Ru as an isolated structure at a distorted geometry.

Last column: natural (NBO) charge in e.
Element x y z (Å)
1 Ru -0.11 0.47 0.09  1.097
2 C -0.41 4.56 -2.06  -0.676
3 C 0.69 3.66 -2.49  0.335
4 N 1.35 3.93 -3.61  -0.474
5 C 2.25 3.07 -4.03  0.181
6 C 2.58 1.85 -3.38  -0.013
7 C 3.68 1.02 -4.01  -0.103
8 O 4.94 1.32 -3.43  -0.699
9 C 1.97 1.53 -2.17  -0.073
10 C 2.33 0.38 -1.44  0.026
11 N 1.77 -0.03 -0.27  -0.481
12 C 2.46 -0.93 0.54  0.223
13 C 3.87 -0.87 0.51  -0.239
14 C 4.65 -1.69 1.30  -0.179
15 C 4.06 -2.60 2.15  -0.200
16 C 2.68 -2.68 2.20  -0.190
17 C 1.86 -1.87 1.41  -0.097
18 I 0.71 1.46 2.41  -0.126
19 C 0.98 2.49 -1.70  0.349
20 O 0.32 2.34 -0.61  -0.565
21 H -0.32 5.52 -2.58  0.255
22 H -0.40 4.70 -0.98  0.251
23 H -1.36 4.11 -2.34  0.256
24 H 2.77 3.34 -4.94  0.204
25 H 3.67 1.17 -5.09  0.188
26 H 3.52 -0.05 -3.83  0.198
27 H 5.25 2.17 -3.75  0.477
28 H 3.11 -0.25 -1.85  0.210
29 H 4.33 -0.12 -0.12  0.228
30 H 5.73 -1.59 1.26  0.231
31 H 4.65 -3.25 2.77  0.231
32 H 2.23 -3.40 2.86  0.222
33 O -1.84 1.15 -3.38  -0.547
34 C -1.65 0.80 -2.25  0.747
35 O -0.57 0.17 -1.83  -0.688
36 C -2.68 1.00 -1.17  0.126
37 C -4.01 1.25 -1.55  -0.233
38 C -4.96 1.32 -0.57  -0.102
39 C -4.59 1.11 0.77  -0.022
40 C -5.55 1.15 1.81  -0.176
41 C -5.18 0.94 3.11  -0.192
42 C -3.82 0.68 3.41  -0.163
43 C -2.88 0.64 2.43  -0.219
44 C -3.23 0.87 1.08  0.153
45 N -2.28 0.83 0.08  -0.441
46 H -4.22 1.38 -2.60  0.263
47 H -6.00 1.50 -0.82  0.235
48 H -6.58 1.34 1.55  0.226
49 H -5.91 0.97 3.90  0.234
50 H -3.53 0.52 4.44  0.229
51 H -1.85 0.45 2.68  0.224
52 N 0.08 -3.02 4.38  -0.808
53 C -0.07 -3.92 3.38  0.612
54 O -0.22 -5.11 3.58  -0.573
55 C -0.07 -3.40 1.97  -0.007
56 C -0.46 -4.26 0.98  -0.157
57 C -0.68 -3.78 -0.31  -0.191
58 C -0.70 -2.38 -0.51  0.123
59 N -0.35 -1.52 0.40  -0.409
60 C 0.33 -2.00 1.60  -0.096
61 H 0.05 -3.37 5.32  0.422
62 H 0.22 -2.03 4.24  0.399
63 H -0.64 -5.30 1.24  0.270
64 H -0.95 -4.44 -1.12  0.242
65 H -1.05 -1.98 -1.46  0.241
66 H 0.05 -1.32 2.40  0.233

Properties
**Total charge**: +1
**Frontier orbital gap (alpha / beta)**: 5.835 / 5.206 eV
**2S+1**: 6
**LUMO level (alpha / beta)**: -3.460 / -6.093 eV
**Calculated total energy**: -2199.93728 Ha
**HOMO (alpha / beta)**: -9.29 / -11.30 eV